1.
Entry from OMol25: a structure of composition C38H39BaN5O4S2Se at a distorted geometry (the ωB97M-V functional and the def2-TZVPD basis).

Summary:
Maximum force   0.082 Eh/bohr
Energy above the lowest of the compared OMol25 structures with the same formula, charge and spin   99.51 kJ/mol
E_tot   -143389.019 eV
Frontier orbital gap   7.375 eV
Molecular weight   910.18 g mol⁻¹
Highest occupied orbital energy   -7.5 eV
Lowest unoccupied orbital energy   -0.0058 Eh

```
90
C38H39BaN5O4S2Se | OMol25 | the ωB97M-V functional and the def2-TZVPD basis
Ba -1.818 -1.321 0.961
C -2.069 -2.914 4.506
C -2.620 -3.850 3.507
N -2.598 -3.682 2.235
C -3.153 -4.719 1.547
C -3.630 -5.718 2.348
S -3.370 -5.354 4.002
C -3.142 -4.706 0.101
C -3.614 -5.697 -0.714
S -3.340 -5.307 -2.357
C -2.592 -3.812 -1.843
N -2.579 -3.657 -0.564
C -2.034 -2.875 -2.832
H -1.604 -2.072 4.007
H -1.329 -3.418 5.126
H -2.859 -2.545 5.160
H -4.106 -6.632 2.063
H -4.091 -6.614 -0.442
H -2.245 -3.222 -3.839
H -0.952 -2.808 -2.695
H -2.447 -1.877 -2.677
O 0.505 -1.022 2.287
C 0.632 -0.632 3.440
C -0.267 0.186 4.197
C 0.164 0.686 5.427
C -0.626 1.562 6.143
C -1.886 1.955 5.640
C -2.342 1.456 4.464
C -1.581 0.523 3.687
O -2.046 -0.002 2.650
N -0.186 2.106 7.378
O 0.901 1.757 7.808
O -0.917 2.900 7.948
H 1.552 -0.911 3.994
H 1.132 0.393 5.812
H -2.475 2.651 6.219
H -3.305 1.747 4.072
C 1.411 0.170 -4.845
C 1.998 1.393 -4.151
C 0.968 2.188 -3.348
C 0.421 1.447 -2.125
N 1.443 1.151 -1.155
C 1.887 -0.081 -0.814
Se 1.248 -1.649 -1.446
N 2.889 0.044 0.086
C 3.560 -1.063 0.720
C 4.476 -1.863 -0.209
C 5.655 -1.088 -0.797
C 5.254 -0.137 -1.923
C 3.060 1.379 0.372
C 3.931 2.052 1.216
C 3.822 3.431 1.279
C 2.878 4.122 0.525
C 2.019 3.463 -0.335
C 2.126 2.082 -0.411
H 2.156 -0.281 -5.497
H 0.549 0.449 -5.450
H 1.102 -0.580 -4.120
H 2.426 2.060 -4.904
H 2.814 1.081 -3.494
H 0.118 2.435 -3.986
H 1.426 3.128 -3.031
H -0.027 0.498 -2.428
H -0.356 2.046 -1.640
H 2.786 -1.737 1.108
H 4.134 -0.663 1.558
H 3.882 -2.277 -1.027
H 4.855 -2.701 0.381
H 6.361 -1.820 -1.197
H 6.171 -0.533 -0.008
H 4.549 -0.627 -2.595
H 6.128 0.155 -2.502
H 4.796 0.770 -1.535
H 4.671 1.532 1.803
H 4.485 3.982 1.928
H 2.817 5.196 0.611
H 1.288 3.999 -0.917
C -2.575 0.189 -0.923
C -2.967 0.982 -1.753
C -3.431 1.926 -2.718
C -4.475 2.796 -2.393
C -4.931 3.719 -3.314
C -4.354 3.797 -4.571
C -3.322 2.935 -4.905
C -2.862 2.005 -3.991
H -4.921 2.729 -1.410
H -5.745 4.379 -3.053
H -4.711 4.522 -5.288
H -2.879 2.987 -5.889
H -2.065 1.324 -4.254
```

=====

2.
Entry from OMol25: a structure of composition C7H17NO3S at a distorted geometry (the ωB97M-V functional and the def2-TZVPD basis).

Summary:
Maximum force   0.032 Eh/bohr
Energy above the lowest of the compared OMol25 structures with the same formula, charge and spin   0.00 kJ/mol
E_tot   -26001.827 eV
Frontier orbital gap   8.907 eV
Molecular weight   195.28 g mol⁻¹
Highest occupied orbital energy   -9.0 eV
Lowest unoccupied orbital energy   -0.0046 Eh

```
29
C7H17NO3S | OMol25 | the ωB97M-V functional and the def2-TZVPD basis
C 1.997 -0.204 -1.603
C 0.763 1.944 2.766
C -2.132 -1.214 0.454
C -1.886 -2.332 -1.671
C 1.509 1.083 -0.954
C 0.769 2.140 1.254
C 1.283 0.929 0.522
N -1.217 -1.670 -0.568
O 3.635 0.228 2.917
O 4.231 -0.876 0.847
O 1.513 -0.117 1.109
S 3.391 -0.874 2.019
H 1.229 -0.969 -1.528
H 2.895 -0.558 -1.102
H 2.227 -0.034 -2.650
H 0.114 1.116 3.041
H 0.410 2.845 3.262
H 1.766 1.717 3.119
H -1.560 -0.754 1.259
H -2.794 -0.464 0.019
H -2.756 -2.016 0.878
H -2.490 -1.597 -2.203
H -1.138 -2.726 -2.356
H -2.545 -3.154 -1.354
H 0.579 1.422 -1.415
H 2.247 1.880 -1.093
H -0.242 2.347 0.891
H 1.391 2.995 0.984
H -0.543 -2.309 -0.152
```

=====

3.
Entry from OMol25: the molecule C3H7BO3 (the ωB97M-V functional and the def2-TZVPD basis).

Summary:
Maximum force   0.009 Eh/bohr
Energy above the lowest of the compared OMol25 structures with the same formula, charge and spin   169.39 kJ/mol
E_tot   -10044.228 eV
SMILES string   CB(O)COC=O
Frontier orbital gap   10.908 eV
Molecular weight   101.90 g mol⁻¹
Highest occupied orbital energy   -10.5 eV
Lowest unoccupied orbital energy   0.0152 Eh

```
14
C3H7BO3 | OMol25 | the ωB97M-V functional and the def2-TZVPD basis
C -1.597 0.614 -0.896
B -0.127 0.096 -1.036
O 0.621 0.528 -2.091
C 0.545 -0.879 0.045
O 1.388 -0.034 0.890
C 0.973 0.069 2.173
O 1.684 -0.096 3.109
H -1.720 1.586 -1.379
H -1.889 0.726 0.152
H -2.292 -0.088 -1.369
H 1.476 0.090 -2.143
H -0.200 -1.391 0.661
H 1.217 -1.627 -0.382
H -0.077 0.406 2.267
```

=====

4.
Entry from OMol25: a cluster of 7 separate species, C24H39FNO17PS in total at a distorted geometry (the ωB97M-V functional and the def2-TZVPD basis).

Summary:
Maximum force   0.022 Eh/bohr
E_tot   -84664.539 eV
SMILES string   O=P(O)(O)NS(=O)(=O)F.O=C1CCCO1.O=C1CCCO1.O=C1CCCO1.O=C1CCCO1.O=C1CCCO1.O=C1CCCO1
Frontier orbital gap   10.059 eV
Molecular weight   695.61 g mol⁻¹
Highest occupied orbital energy   -10.0 eV
Lowest unoccupied orbital energy   0.0039 Eh

```
84
C24H39FNO17PS | OMol25 | the ωB97M-V functional and the def2-TZVPD basis
O 3.720 -0.316 3.086
P 3.073 -1.614 3.061
O 1.493 -1.579 3.189
O 3.575 -2.632 4.167
N 3.308 -2.347 1.542
S 3.450 -3.941 1.320
O 3.778 -4.194 -0.032
O 2.324 -4.528 1.965
F 4.668 -4.396 2.175
H 1.108 -2.139 3.869
H 3.112 -3.478 4.225
H 4.037 -1.852 1.027
O -0.735 -6.187 -4.564
C -0.298 -5.655 -3.587
C -0.976 -4.640 -2.682
C 0.189 -4.049 -1.897
C 1.174 -5.210 -1.879
O 0.945 -5.918 -3.111
H -1.680 -5.168 -2.037
H -1.508 -3.899 -3.272
H -0.074 -3.699 -0.900
H 0.618 -3.210 -2.447
H 0.987 -5.894 -1.048
H 2.210 -4.886 -1.845
O 6.070 -2.188 1.219
C 7.078 -1.898 0.630
C 8.030 -2.824 -0.095
C 9.275 -1.957 -0.269
C 8.672 -0.557 -0.315
O 7.499 -0.628 0.521
H 7.570 -3.095 -1.047
H 8.189 -3.729 0.485
H 9.867 -2.191 -1.150
H 9.917 -2.054 0.608
H 8.353 -0.275 -1.320
H 9.320 0.220 0.082
O -2.098 -0.150 -0.191
C -2.840 -0.714 -0.948
C -3.421 -0.225 -2.256
C -4.562 -1.201 -2.511
C -4.067 -2.457 -1.805
O -3.267 -1.978 -0.706
H -2.635 -0.289 -3.014
H -3.746 0.806 -2.165
H -4.783 -1.359 -3.564
H -5.465 -0.833 -2.030
H -3.431 -3.073 -2.444
H -4.865 -3.077 -1.403
O -3.735 3.566 -2.068
C -3.419 3.471 -0.913
C -2.512 4.369 -0.095
C -2.163 3.488 1.104
C -3.397 2.602 1.212
O -3.876 2.469 -0.138
H -3.077 5.261 0.184
H -1.653 4.669 -0.689
H -1.954 4.035 2.021
H -1.295 2.872 0.865
H -4.187 3.066 1.808
H -3.195 1.605 1.593
O -6.542 1.257 -1.933
C -7.194 2.238 -2.146
C -6.831 3.675 -1.830
C -8.177 4.392 -1.916
C -8.918 3.526 -2.932
O -8.411 2.193 -2.736
H -6.114 4.019 -2.575
H -6.367 3.723 -0.848
H -8.113 5.435 -2.218
H -8.688 4.348 -0.953
H -8.703 3.825 -3.960
H -9.995 3.497 -2.790
O 1.021 5.163 4.686
C 1.942 4.543 4.240
C 2.029 3.056 3.948
C 3.527 2.818 3.790
C 4.000 4.179 3.294
O 3.111 5.138 3.895
H 1.481 2.861 3.023
H 1.568 2.491 4.753
H 3.778 2.000 3.124
H 3.972 2.606 4.763
H 3.916 4.274 2.209
H 5.016 4.429 3.590
```

=====

5.
Entry from OMol25: a structure of composition C24H26BF5N10O4S3Ti at a distorted geometry (the ωB97M-V functional and the def2-TZVPD basis).

Summary:
Maximum force   0.064 Eh/bohr
⟨S²⟩   0.774
Energy above the lowest of the compared OMol25 structures with the same formula, charge and spin   206.46 kJ/mol
E_tot   -118283.918 eV
Frontier orbital gap (alpha / beta)   6.548 / 5.103 eV
Net charge   +1
Molecular weight   768.41 g mol⁻¹
Highest occupied orbital energy (alpha / beta)   -10.8 / -10.8 eV
Lowest unoccupied orbital energy (alpha / beta)   -0.1557 / -0.2089 Eh
2S+1   2

```
74
C24H26BF5N10O4S3Ti | OMol25 | the ωB97M-V functional and the def2-TZVPD basis
Ti -1.006 -0.089 -0.212
C 1.096 -2.919 -1.303
C 1.605 -1.537 -1.109
C 2.943 -1.163 -1.212
C 2.969 0.186 -0.935
N 1.722 0.596 -0.690
N 0.862 -0.454 -0.786
B 1.278 2.042 -0.314
N 0.698 1.972 1.087
C 1.008 2.659 2.192
C 0.208 2.205 3.213
C -0.600 1.211 2.652
C -1.611 0.436 3.413
N -0.294 1.079 1.347
N 0.121 2.408 -1.264
C -0.027 3.526 -1.987
C -1.224 3.448 -2.657
C -1.787 2.220 -2.287
C -3.065 1.708 -2.842
N -0.955 1.596 -1.430
N 2.427 2.991 -0.490
C 3.086 3.194 -1.667
C 4.044 4.148 -1.459
C 3.913 4.502 -0.098
C 4.711 5.509 0.644
N 2.945 3.797 0.455
H 1.945 -3.584 -1.446
H 0.460 -2.976 -2.190
H 0.530 -3.252 -0.433
H 3.768 -1.807 -1.440
H 3.799 0.864 -0.915
H 1.781 3.403 2.168
H 0.182 2.536 4.231
H -1.532 0.686 4.468
H -1.484 -0.637 3.273
H -2.608 0.688 3.050
H 0.724 4.291 -1.994
H -1.654 4.173 -3.314
H -3.679 2.554 -3.149
H -3.615 1.094 -2.132
H -2.862 1.104 -3.730
H 2.822 2.639 -2.544
H 4.733 4.549 -2.171
H 5.426 5.976 -0.027
H 5.246 5.045 1.469
H 4.064 6.277 1.062
O -4.335 -1.281 0.681
S -3.214 -0.431 0.548
O -3.257 0.936 0.994
O -2.698 -0.341 -0.895
O -1.902 -1.037 1.102
F -5.893 -4.515 -1.966
C -4.839 -3.764 -2.259
C -3.802 -3.609 -1.336
F -3.839 -4.208 -0.150
C -2.706 -2.844 -1.682
F -1.692 -2.695 -0.778
C -2.580 -2.186 -2.911
S -1.209 -1.187 -3.205
C -3.636 -2.358 -3.820
F -3.583 -1.762 -5.009
C -4.747 -3.133 -3.502
F -5.728 -3.283 -4.385
C 2.334 -4.534 4.709
N 2.297 -3.473 3.724
C 1.212 -2.999 3.110
N 0.010 -3.544 3.320
S 1.360 -1.693 2.048
H 3.362 -4.663 5.035
H 1.985 -5.479 4.291
H 1.727 -4.287 5.581
H 3.167 -3.012 3.505
H -0.119 -4.332 3.933
H -0.788 -3.179 2.818
```

=====

6.
Entry from OMol25: a cluster of 12 separate species, C13H40N13O25P in total (the ωB97M-V functional and the def2-TZVPD basis).

Summary:
Maximum force   0.016 Eh/bohr
E_tot   -93947.313 eV
SMILES string   NCOC(=O)N[PH2]=O.C[N+](=O)[O-].C[N+](=O)[O-].C[N+](=O)[O-].C[N+](=O)[O-].C[N+](=O)[O-].C[N+](=O)[O-].C[N+](=O)[O-].C[N+](=O)[O-].C[N+](=O)[O-].C[N+](=O)[O-].C[N+](=O)[O-]
Frontier orbital gap   9.259 eV
Molecular weight   809.50 g mol⁻¹
Highest occupied orbital energy   -10.1 eV
Lowest unoccupied orbital energy   -0.0300 Eh

```
92
C13H40N13O25P | OMol25 | the ωB97M-V functional and the def2-TZVPD basis
N -0.497 -0.774 2.880
C -0.142 -0.059 1.661
O -0.034 -1.015 0.573
C 1.220 -1.334 0.174
O 1.698 -2.423 0.362
N 1.882 -0.306 -0.576
P 2.928 0.745 0.227
O 2.428 2.109 0.528
H 0.229 -1.462 3.094
H -0.488 -0.117 3.661
H 0.792 0.527 1.734
H -0.942 0.649 1.386
H 2.332 -0.732 -1.390
H 3.294 -0.005 1.360
H 4.061 0.694 -0.592
C 0.676 4.662 -0.003
N -0.603 4.446 0.726
O -0.855 3.336 1.148
O -1.338 5.410 0.853
H 1.230 3.732 -0.035
H 0.426 5.024 -0.995
H 1.219 5.427 0.545
C 4.090 4.982 -3.562
N 2.775 4.807 -2.881
O 2.495 3.703 -2.469
O 2.068 5.791 -2.782
H 4.599 4.024 -3.567
H 3.883 5.342 -4.565
H 4.641 5.733 -3.004
C -1.006 -4.732 4.478
N -0.209 -3.532 4.843
O -0.587 -2.847 5.772
O 0.784 -3.304 4.178
H -1.849 -4.796 5.155
H -1.316 -4.607 3.445
H -0.346 -5.590 4.564
C 4.688 -3.998 -1.164
N 4.507 -2.530 -1.254
O 5.187 -1.813 -0.544
O 3.665 -2.120 -2.027
H 5.463 -4.194 -0.433
H 3.728 -4.410 -0.865
H 4.955 -4.351 -2.157
C -1.518 -3.654 -0.742
N -2.197 -4.906 -0.315
O -1.883 -5.397 0.755
O -3.029 -5.366 -1.066
H -0.808 -3.366 0.024
H -1.035 -3.871 -1.692
H -2.287 -2.900 -0.879
C -1.399 -0.201 7.532
N -2.408 0.362 8.472
O -3.307 -0.364 8.843
O -2.257 1.520 8.807
H -1.657 -1.230 7.320
H -1.422 0.412 6.636
H -0.430 -0.118 8.016
C -3.934 7.266 0.941
N -4.269 8.574 0.315
O -5.099 8.588 -0.571
O -3.680 9.550 0.736
H -4.537 6.500 0.468
H -2.875 7.087 0.788
H -4.151 7.352 2.001
C -4.112 -2.349 -4.598
N -3.212 -1.785 -3.557
O -3.620 -1.727 -2.415
O -2.107 -1.433 -3.911
H -5.048 -2.624 -4.127
H -4.245 -1.583 -5.356
H -3.599 -3.213 -5.015
C -5.236 -0.824 0.164
N -6.550 -0.998 0.841
O -6.804 -2.085 1.318
O -7.284 -0.031 0.865
H -4.700 -1.764 0.216
H -5.436 -0.536 -0.863
H -4.709 -0.027 0.682
C 0.330 -2.973 -5.482
N 0.074 -4.023 -4.458
O 1.026 -4.594 -3.969
O -1.090 -4.224 -4.165
H 1.400 -2.894 -5.628
H -0.183 -3.280 -6.389
H -0.105 -2.053 -5.102
C 7.049 0.820 -1.603
N 6.495 1.894 -2.476
O 5.324 1.814 -2.798
O 7.250 2.779 -2.816
H 6.255 0.111 -1.396
H 7.880 0.366 -2.136
H 7.409 1.304 -0.700
```